<A>
Computed, not measured: a cluster of 2 separate species, C4H12N3 in total, with ωB97M-V/def2-TZVPD.

Last columns: bonded neighbours and bond lengths (Å).
Positions of all 19 atoms, in Å:
1 N -1.482 0.614 -0.892  C2 1.393, H5 1.016, H6 1.017
2 C -0.583 0.642 -1.956  N1 1.393, N3 1.322, N4 1.308
3 N 0.515 -0.095 -1.949  C2 1.322, H7 1.009, H8 1.008
4 N -0.886 1.418 -2.964  C2 1.308, H9 1.011, H10 1.012
5 H -1.069 0.949 -0.027  N1 1.016
6 H -1.813 -0.331 -0.712  N1 1.017
7 H 0.737 -0.627 -1.120  N3 1.009
8 H 1.186 -0.075 -2.701  N3 1.008
9 H -1.760 1.927 -2.962  N4 1.011
10 H -0.301 1.483 -3.788  N4 1.012
11 C 1.231 0.294 1.993  C12 1.493, H14 1.092, H15 1.095, H16 1.091
12 C 0.714 -1.018 2.483  C11 1.493, C13 1.321, H17 1.085
13 C -0.321 -1.695 2.019  C12 1.321, H18 1.078, H19 1.084
14 H 2.303 0.232 1.795  C11 1.092
15 H 0.749 0.633 1.069  C11 1.095
16 H 1.087 1.080 2.735  C11 1.091
17 H 1.254 -1.449 3.319  C12 1.085
18 H -0.612 -2.638 2.452  C13 1.078
19 H -0.948 -1.346 1.206  C13 1.084

Summary:
total charge: +1
E_HOMO: -12.9 eV
molecular weight: 102.161 g/mol
LUMO: -3.6 eV
gap between HOMO and LUMO: 9.344 eV
spin multiplicity: 1

<B>
Computed, not measured: the ion C4H12N3 with charge +1, with ωB97M-V/def2-TZVPD.

Last columns: bonded neighbours and bond lengths (Å).
Positions of all 19 atoms, in Å:
1 N -1.250 2.316 0.662  C2 1.568, H8 0.999, H9 1.006
2 C -0.158 1.698 -0.279  N1 1.568, C3 1.369, H10 1.123
3 C 0.703 0.730 0.165  C2 1.369, N4 1.473, C5 1.490
4 N 0.219 0.115 1.413  C3 1.473, H11 1.070, H12 1.080, H13 0.948
5 C 1.278 -0.288 -0.758  C3 1.490, C6 1.560, H14 1.177, H15 1.124
6 C 0.131 -1.268 -1.156  C5 1.560, N7 1.524, H16 1.077, H17 1.174
7 N -0.486 -1.884 0.095  C6 1.524, H18 1.025, H19 1.068
8 H -2.165 2.268 0.266  N1 0.999
9 H -0.847 3.234 0.737  N1 1.006
10 H -0.311 1.916 -1.370  C2 1.123
11 H -0.608 0.723 1.717  N4 1.070
12 H -0.319 -0.808 1.252  N4 1.080
13 H 0.826 -0.084 2.113  N4 0.948
14 H 2.019 -0.861 -0.046  C5 1.177
15 H 2.010 0.122 -1.506  C5 1.124
16 H -0.564 -0.650 -1.699  C6 1.077
17 H 0.564 -2.060 -1.906  C6 1.174
18 H 0.200 -2.598 0.364  N7 1.025
19 H -1.243 -2.621 -0.063  N7 1.068

Summary:
total charge: +1
E_HOMO: -13.7 eV
molecular weight: 102.161 g/mol
LUMO: -3.2 eV
gap between HOMO and LUMO: 10.521 eV
spin multiplicity: 1

Relative energies, kJ/mol: <A> 0.0; <B> 190.5.